The following is a quantum chemistry calculation of an isolated molecule of C15H16BrN3OS, from the OMol25 dataset.

```
! RIJCOSX wB97M-V def2-TZVPD def2/J DEFGRID3
* xyz 0 1
Br -1.711 -2.692 5.369
S -0.725 0.664 -2.949
O -3.596 0.775 -0.366
N -1.446 0.785 0.462
N 1.489 0.322 -0.418
N -0.719 0.094 2.490
C -2.494 -2.054 2.729
C 2.964 -1.519 -0.772
C 2.063 -0.571 -1.253
C 1.828 0.272 0.869
C -1.600 -0.118 1.500
C 1.833 -0.538 -2.744
C -1.604 -1.735 3.739
C 2.715 -0.650 1.415
C -2.495 -1.203 1.608
C -0.749 -0.659 3.599
C -0.896 2.291 -2.079
C -2.426 1.158 -0.440
C 3.271 -1.578 0.551
C -2.186 2.379 -1.306
C 1.081 0.663 -3.313
H -3.167 -1.379 0.822
H -3.006 2.509 -2.040
H 2.950 -0.669 2.462
H 1.356 1.043 1.492
H -0.886 3.103 -2.813
H 1.133 0.637 -4.406
H 1.562 1.585 -3.005
H 2.843 -0.584 -3.185
H -2.147 3.256 -0.674
H -0.519 1.229 0.424
H 3.937 -2.373 0.875
H 3.348 -2.224 -1.484
H 1.332 -1.440 -3.046
H -0.025 2.429 -1.406
H -0.069 -0.349 4.432
H -3.239 -2.858 2.860
*
```

## Properties
Structure (SMILES): O=C(CCSCCc1ccccn1)Nc1ccc(Br)cn1
Gap between HOMO and LUMO in Ha: 0.3379

natural (NBO) atomic charge list, values in e, 2 entries:
1. Br 0.056
2. S 0.162